Entry 1:
A molecular structure, C5H8N2, computed with ωB97M-V with the def2-TZVPD basis set.

The energy comes out at -304.70826 Ha. The value obtained for the LUMO energy is 0.7337 eV. As for the orbital gap: 9.657 eV. As for the energy relative to the best compared isomer or geometry (same formula, charge and spin): 79.8 kcal/mol.

Structure (XYZ):
```
15
Properties=species:S:1:pos:R:3:forces:R:3:mulliken_charge:R:1
N -0.907 1.562 0.887 0.13 -0.10 -0.03 -0.647
N -1.371 0.324 1.023 0.07 -0.09 0.01 -0.159
C 0.758 0.167 0.183 -0.18 0.03 0.08 0.691
C -1.966 -0.433 -0.575 -0.27 0.00 -0.31 -0.806
C -0.392 -0.561 0.533 0.24 -0.04 0.24 -0.416
C 0.365 1.472 0.447 0.03 0.02 -0.06 -0.368
C 2.107 -0.351 -0.218 0.05 -0.03 -0.02 -1.175
H 0.972 2.370 0.377 -0.15 -0.15 -0.09 0.445
H 2.049 -1.081 -1.032 -0.03 0.11 0.10 0.295
H -2.972 -0.501 -0.170 0.17 0.03 -0.11 0.339
H -0.455 -1.615 0.775 -0.03 0.14 0.00 0.562
H 2.601 -0.843 0.629 -0.06 0.05 -0.14 0.272
H -1.843 0.407 -1.253 0.10 -0.05 0.19 0.326
H -1.709 -1.378 -1.061 0.08 0.19 0.10 0.314
H 2.762 0.462 -0.547 -0.15 -0.10 0.04 0.328
```
Positions in Å, forces in eV/Å.

---

Entry 2:
A molecular structure, C5H8N2, computed with ωB97M-V with the def2-TZVPD basis set.

The energy comes out at -304.62753 Ha. The value obtained for the LUMO energy is 0.9780 eV. As for the orbital gap: 9.908 eV. As for the energy relative to the best compared isomer or geometry (same formula, charge and spin): 130.5 kcal/mol.

Structure (XYZ):
```
15
Properties=species:S:1:pos:R:3:forces:R:3:mulliken_charge:R:1
N 2.362 -0.323 -1.093 -0.02 -0.42 0.06 -0.204
N 0.322 0.267 0.639 0.13 -0.10 0.07 -0.211
C -0.439 1.260 -0.096 -0.06 0.24 -0.08 -0.546
C -0.701 -0.196 -0.274 -0.09 -0.15 -0.13 0.347
C 2.122 -1.250 -0.234 0.09 0.44 -0.30 -0.322
C -1.900 -0.881 0.328 -0.02 0.01 0.02 -1.391
C 1.680 0.021 0.441 -0.12 0.02 0.47 -0.493
H -2.749 -0.844 -0.363 0.11 -0.01 0.08 0.338
H -1.113 1.871 0.501 0.09 -0.11 -0.09 0.252
H 2.378 0.483 1.133 -0.09 -0.06 -0.14 0.503
H -1.674 -1.930 0.542 -0.02 0.14 -0.03 0.297
H 2.164 0.752 -0.673 0.08 0.07 -0.08 0.339
H 0.067 1.785 -0.907 -0.06 -0.10 0.13 0.270
H -2.188 -0.393 1.264 0.05 -0.06 -0.13 0.337
H -0.332 -0.621 -1.208 -0.06 0.07 0.15 0.484
```
Positions in Å, forces in eV/Å.